w:
The ion C6H11N2 with charge +1. Source: the OMol25 dataset; level of theory: the ωB97M-V functional and the def2-TZVPD basis.

Atoms and positions in Å:
1 C 0.596 1.011 -0.353
2 C 1.328 2.048 -0.706
3 C -0.424 -1.066 -1.146
4 C -0.117 -0.463 1.496
5 C 1.115 -0.727 0.617
6 C -0.750 0.350 -0.662
7 N 0.745 -1.466 -0.466
8 N -1.263 0.090 0.736
9 H 1.144 2.828 -1.525
10 H 2.212 2.372 -0.276
11 H -1.240 -1.665 -0.843
12 H -0.320 -1.059 -2.145
13 H -0.381 -1.309 2.104
14 H 0.244 0.316 2.326
15 H 2.057 -0.924 1.126
16 H -1.358 1.065 -1.296
17 H 1.453 -2.124 -0.941
18 H -2.172 -0.591 0.736
19 H -1.669 0.938 1.082

Summary:
Highest occupied orbital energy in eV: -11.837
Kohn-Sham gap in Eh: 0.3097
Net charge: +1

---

x:
The ion C6H11N2 with charge +1. Source: the OMol25 dataset; level of theory: the ωB97M-V functional and the def2-TZVPD basis.

Atoms and positions in Å:
1 C 2.129 -0.185 0.593
2 C 1.241 -0.712 -0.523
3 C 3.278 0.442 0.377
4 C -2.248 0.644 -0.435
5 C -0.295 -0.640 -0.385
6 C -0.937 -0.279 0.954
7 N -0.779 0.673 -0.193
8 N -2.439 -0.383 0.603
9 H 1.756 -0.331 1.564
10 H -0.427 1.627 -0.246
11 H 1.596 -0.104 -1.424
12 H 1.454 -1.679 -0.747
13 H 3.705 0.473 -0.586
14 H 3.928 0.929 1.145
15 H -2.725 1.489 -0.074
16 H -2.515 0.366 -1.405
17 H -0.804 -1.186 -1.060
18 H -2.874 0.029 1.403
19 H -3.044 -1.174 0.440

Summary:
Highest occupied orbital energy in eV: -12.971
Kohn-Sham gap in Eh: 0.3538
Net charge: +1

---

Most stable structure: w

---

w:
A structure of composition C6H11N2. Source: the OMol25 dataset; level of theory: the ωB97M-V functional and the def2-TZVPD basis.

Atoms and positions in Å:
1 C 0.737 -0.157 -0.818
2 C -0.647 0.513 -0.501
3 C 2.031 0.301 -0.017
4 C 1.277 -1.524 -0.154
5 C -1.588 -0.234 -0.010
6 C -2.960 0.209 0.269
7 N 2.341 -0.852 0.491
8 N 2.619 1.534 0.208
9 H 0.921 -0.038 -1.856
10 H -0.905 1.507 -0.720
11 H 0.571 -1.738 0.669
12 H 1.482 -2.383 -0.813
13 H -1.328 -1.370 0.130
14 H -3.742 -0.583 0.135
15 H -3.310 1.122 -0.153
16 H -2.897 0.425 1.345
17 H 2.978 -1.075 1.188
18 H 2.290 2.266 -0.435
19 H 3.562 1.511 0.578

Summary:
Highest occupied orbital energy in eV: -13.377
Kohn-Sham gap in Eh: 0.3702
Net charge: +1

---

x:
The ion C6H11N2 with charge +1. Source: the OMol25 dataset; level of theory: the ωB97M-V functional and the def2-TZVPD basis.

Atoms and positions in Å:
1 C 0.801 -3.280 3.740
2 N 0.384 -2.372 3.060
3 N 0.149 -1.337 2.529
4 C 0.045 -0.910 1.242
5 C -0.392 0.406 0.558
6 C -0.127 0.619 -0.877
7 C -1.312 1.251 -1.794
8 C 1.090 1.519 -0.852
9 H 1.824 -3.428 3.931
10 H 0.204 -4.037 4.164
11 H 0.241 -1.657 0.465
12 H -0.618 1.188 1.285
13 H 0.086 -0.477 -1.226
14 H -1.239 0.791 -2.859
15 H -1.290 2.309 -1.732
16 H -2.269 0.955 -1.299
17 H 1.018 2.609 -0.515
18 H 1.607 1.502 -1.813
19 H 1.685 0.946 -0.063

Summary:
Highest occupied orbital energy (spin up / spin down) in eV: -14.037 / -14.037
Kohn-Sham gap (spin up / spin down) in Eh: 0.2970 / 0.2970
Net charge: +1

---

y:
A cluster of 2 separate species, C6H11N2 in total. Source: the OMol25 dataset; level of theory: the ωB97M-V functional and the def2-TZVPD basis.

Atoms and positions in Å:
1 C 3.107 -0.844 -0.296
2 C 2.883 0.140 0.532
3 C -0.801 -1.234 0.314
4 C -2.169 -0.481 -0.103
5 C -1.243 1.765 -0.446
6 C -0.025 0.903 -0.201
7 N 0.084 -0.250 0.013
8 N -2.202 0.967 0.202
9 H 2.658 -1.044 -1.314
10 H 3.829 -1.607 -0.149
11 H 2.095 0.856 0.308
12 H 3.321 0.249 1.470
13 H -0.787 -1.497 1.291
14 H -0.744 -2.221 -0.294
15 H -2.152 -0.639 -1.196
16 H -2.943 -0.895 0.450
17 H -1.393 2.911 -0.140
18 H -1.193 1.808 -1.607
19 H -2.325 1.111 1.167

Summary:
Highest occupied orbital energy in eV: -13.450
Kohn-Sham gap in Eh: 0.2840
Net charge: +1

---

Most stable structure: w

---

w:
A cluster of 2 separate species, CH2N2S2 in total. Source: the OMol25 dataset; level of theory: the ωB97M-V functional and the def2-TZVPD basis.

Atoms and positions in Å:
1 S -1.349 -1.448 -0.018
2 N -1.959 0.034 0.372
3 S -3.173 1.023 -0.180
4 H -1.732 0.335 1.319
5 C 2.669 0.014 -0.507
6 N 3.173 0.457 0.434
7 H 2.370 -0.415 -1.420

Summary:
Highest occupied orbital energy in eV: -9.385
Kohn-Sham gap in Eh: 0.2607

---

x:
A cluster of 2 separate species, CH2N2S2 in total. Source: the OMol25 dataset; level of theory: the ωB97M-V functional and the def2-TZVPD basis.

Atoms and positions in Å:
1 C 1.064 -0.011 -1.130
2 N -0.224 -0.567 1.205
3 N 1.171 -1.033 -0.588
4 S 0.539 1.377 -1.733
5 S -1.321 0.278 0.443
6 H -0.462 -1.551 1.234
7 H -0.766 1.507 0.569

Summary:
Highest occupied orbital energy (spin up / spin down) in eV: -9.091 / -9.027
Kohn-Sham gap (spin up / spin down) in Eh: 0.2562 / 0.2420

---

Most stable structure: w